# 1
The following is a DFT calculation (ωB97M-V/def2-TZVPD) of C2H2N2O3S as an isolated structure.

Results
- energy relative to the best compared isomer or geometry (same formula, charge and spin) (eV) = 4.558
- spin multiplicity = 1
- gap between HOMO and LUMO (hartree) = 0.3226

The geometry in XYZ format:
```
10
Properties=species:S:1:pos:R:3:forces:R:3
C 0.322949 0.706146 0.153536 -3.00 2.37 -0.99
C 0.433334 -0.615536 0.381153 3.56 -1.17 -0.98
N 1.299960 1.610683 0.166488 -0.90 0.88 0.46
N 2.505652 1.486578 0.291749 1.32 -0.55 -0.38
O 4.184337 -0.495256 0.819147 -0.49 0.14 -0.53
O 3.341931 -0.216896 -1.513509 -0.05 -0.14 -0.36
O 1.514835 -1.342945 0.268291 0.83 2.19 0.08
S 3.194042 -0.075634 -0.116128 -0.59 -1.22 1.38
H -0.719885 1.198520 0.023457 1.94 -1.15 0.56
H -0.353335 -1.186182 0.684486 -2.63 -1.35 0.75
```
Forces are in eV/Å.

Löwdin population analysis, charges in e, atoms 1 to 6: -0.160 -0.190 -0.054 -0.054 -0.257 -0.243

# 2
The following is a DFT calculation (ωB97M-V/def2-TZVPD) of a single C2H2N2O4 molecule.

Results
- energy relative to the best compared isomer or geometry (same formula, charge and spin) (eV) = 8.024
- spin multiplicity = 1
- gap between HOMO and LUMO (alpha / beta) (hartree) = 0.3240 / 0.3239

The geometry in XYZ format:
```
10
Properties=species:S:1:pos:R:3:forces:R:3
O -3.626458 1.572365 2.860459 2.14 -1.27 -1.08
N -2.641592 1.190863 2.319088 -1.83 1.05 1.55
O -2.269982 -0.110835 2.822701 -0.20 0.21 0.25
N -0.962596 -0.546133 2.266334 -0.85 -0.11 -0.62
O -0.327740 -1.262050 3.001866 0.33 -0.26 0.63
C -0.901174 -0.396727 0.978389 0.70 1.11 1.05
C -0.086646 0.132061 -0.091209 0.57 1.92 3.62
O -1.379202 0.622384 0.262343 -1.54 0.24 -1.05
H 0.682090 0.882545 0.085544 0.15 -0.56 -0.17
H -0.102981 -0.539267 -0.810870 0.55 -2.32 -4.17
```
Forces are in eV/Å.

Löwdin population analysis, charges in e, atoms 1 to 6: 0.083 0.006 0.007 -0.203 0.049 -0.211

# 3
The following is a DFT calculation (ωB97M-V/def2-TZVPD) of a 2-piece molecular cluster, C2H2N2OS overall.

Results
- energy relative to the best compared isomer or geometry (same formula, charge and spin) (eV) = 2.413
- spin multiplicity = 1
- gap between HOMO and LUMO (hartree) = 0.3352

The geometry in XYZ format:
```
8
Properties=species:S:1:pos:R:3:forces:R:3
C -2.862390 0.094663 -0.592927 5.39 -2.63 1.04
N -1.790295 -0.321001 -0.351912 -4.63 1.38 -1.09
S -0.491673 -1.068405 -0.089021 2.22 -1.64 0.42
H -3.666728 0.635217 -0.717184 -3.68 2.47 -0.60
N 1.718531 0.482752 0.869512 -0.27 0.16 0.85
C 2.396153 0.069395 -0.024561 2.14 0.91 -0.48
O 3.167252 -0.063800 -0.905020 -1.19 -0.54 0.40
H 1.529150 0.171177 1.811116 0.03 -0.10 -0.55
```
Forces are in eV/Å.

Löwdin population analysis, charges in e, atoms 1 to 6: 0.100 -0.682 0.709 0.023 0.118 -0.477

# 4
The following is a DFT calculation (ωB97M-V/def2-TZVPD) of a single C2H2N2OS molecule.

Results
- energy relative to the best compared isomer or geometry (same formula, charge and spin) (eV) = 2.130
- spin multiplicity = 1
- gap between HOMO and LUMO (hartree) = 0.3666

The geometry in XYZ format:
```
8
Properties=species:S:1:pos:R:3:forces:R:3
S -0.779529 -0.638154 -1.921082 0.12 0.35 1.03
C -0.410721 0.061967 -0.307775 -1.48 0.70 -2.65
C 0.631319 -0.147684 0.478486 1.61 -2.11 -0.22
N 0.523699 0.628922 1.531108 -1.91 2.75 1.78
N -0.518933 1.371146 1.417945 1.26 -0.02 0.78
O -1.139673 1.091305 0.203579 0.83 -1.84 -0.34
H 0.245223 -1.520115 -1.846343 -0.29 0.28 0.02
H 1.448616 -0.847387 0.444082 -0.12 -0.11 -0.39
```
Forces are in eV/Å.

Löwdin population analysis, charges in e, atoms 1 to 6: 0.817 -0.652 -0.207 0.031 0.042 -0.033

# 5
The following is a DFT calculation (ωB97M-V/def2-TZVPD) of a single C2H2N2OS molecule.

Results
- energy relative to the best compared isomer or geometry (same formula, charge and spin) (eV) = 2.086
- spin multiplicity = 3
- gap between HOMO and LUMO (alpha / beta) (hartree) = 0.2985 / 0.2586
- ⟨S²⟩ = 2.023

The geometry in XYZ format:
```
8
Properties=species:S:1:pos:R:3:forces:R:3
C 0.547231 -0.285654 -0.646456 -3.77 -0.45 4.68
C -0.106617 0.711517 0.305815 1.63 -1.70 0.97
N -0.073497 -1.447754 -0.292341 3.17 -1.79 -3.70
N -0.759090 -1.385765 0.688277 -2.91 -2.10 2.46
O -0.916704 -0.162340 1.155044 1.16 2.52 0.67
S 1.557971 -0.010383 -1.797845 3.06 0.91 -3.51
H 0.539118 1.392574 0.836035 0.18 0.00 0.47
H -0.788413 1.187804 -0.248529 -2.53 2.62 -2.04
```
Forces are in eV/Å.

Löwdin population analysis, charges in e, atoms 1 to 6: -0.870 -0.123 -0.013 -0.039 -0.066 0.916

# 6
The following is a DFT calculation (ωB97M-V/def2-TZVPD) of a single C2H2N2OS2 molecule.

Results
- energy relative to the best compared isomer or geometry (same formula, charge and spin) (eV) = 2.264
- spin multiplicity = 1
- gap between HOMO and LUMO (hartree) = 0.3092

The geometry in XYZ format:
```
9
Properties=species:S:1:pos:R:3:forces:R:3
S 3.056995 -0.752583 0.014222 -1.22 0.61 0.09
C 1.525903 -0.191535 -0.069776 -1.08 -0.09 -0.63
N 0.966524 1.117122 0.078380 -1.11 -1.42 0.39
C -0.306938 1.000198 -0.139252 2.34 -1.26 -2.24
N -0.738249 -0.297659 -0.735449 1.51 2.43 3.13
S -2.225248 -0.784953 0.080268 0.67 -0.69 0.40
O 0.471120 -1.055221 -0.422940 -0.13 -0.23 -0.27
H -0.900457 1.874805 -0.226110 -1.00 0.32 0.24
H -1.849650 -0.910172 1.420658 0.02 0.33 -1.11
```
Forces are in eV/Å.

Löwdin population analysis, charges in e, atoms 1 to 6: 0.712 -0.874 0.098 -0.187 -0.386 0.775